# C54H134Hg2N12O16

A structure of composition C54H134Hg2N12O16 in a non-equilibrium geometry (wB97M-V/def2-TZVPD, OMol25).

```
218
Properties=species:S:1:pos:R:3
Hg -0.460 -1.198 -4.439
Hg 0.540 2.797 3.679
C -0.045 -0.821 1.087
C 0.317 0.413 1.735
C 0.414 1.731 0.784
O 0.392 2.824 1.394
C 0.368 1.514 -0.631
C 0.083 0.279 -1.184
C -0.227 -0.928 -0.257
O -0.690 -2.063 -0.691
O 0.295 0.178 -2.473
O 0.578 0.599 2.917
H -0.353 -1.645 1.713
H 0.648 2.356 -1.247
C 3.932 -3.274 4.293
C 3.275 -2.430 3.214
C 2.407 -3.201 2.296
O 3.246 -4.111 1.761
C 2.667 -5.115 0.885
N 2.556 -1.379 4.013
H 4.616 -3.965 3.801
H 3.255 -3.860 4.916
H 4.553 -2.553 4.824
H 4.079 -1.920 2.683
H 2.041 -2.574 1.483
H 1.645 -3.688 2.904
H 3.351 -5.943 0.699
H 2.373 -4.699 -0.078
H 1.745 -5.518 1.302
H 1.892 -1.775 4.663
H 1.988 -0.907 3.324
C -4.559 -2.524 -3.325
C -3.273 -2.228 -4.064
C -3.396 -1.726 -5.464
O -2.070 -1.624 -6.041
C -2.110 -1.632 -7.458
N -2.526 -1.246 -3.232
H -4.958 -3.323 -3.950
H -5.168 -1.621 -3.297
H -4.509 -2.964 -2.329
H -2.674 -3.139 -4.076
H -3.965 -0.807 -5.604
H -4.037 -2.390 -6.044
H -2.827 -0.912 -7.853
H -2.334 -2.646 -7.788
H -1.135 -1.358 -7.861
H -3.121 -0.477 -2.959
H -2.341 -1.588 -2.299
C 1.143 -2.052 8.464
C 1.266 -1.014 7.311
C 0.086 -1.111 6.336
O 0.223 -2.344 5.702
C -0.908 -2.576 4.857
N 1.126 0.233 8.007
H 1.161 -3.032 7.987
H 0.246 -1.924 9.069
H 1.985 -1.993 9.154
H 2.250 -0.971 6.845
H 0.120 -0.356 5.550
H -0.885 -0.984 6.815
H -0.944 -1.933 3.978
H -1.906 -2.463 5.279
H -0.940 -3.605 4.497
H 0.210 0.287 8.429
H 1.755 0.324 8.792
C -1.784 -6.650 1.695
C -2.104 -5.510 0.801
C -3.188 -4.477 1.301
O -4.433 -5.116 1.693
C -5.256 -4.071 2.251
N -0.853 -4.792 0.563
H -1.729 -6.260 2.712
H -0.857 -7.152 1.421
H -2.572 -7.401 1.639
H -2.553 -5.922 -0.103
H -3.332 -3.655 0.599
H -2.825 -3.911 2.159
H -5.274 -3.248 1.536
H -4.748 -3.814 3.180
H -6.305 -4.289 2.451
H -0.295 -4.744 1.404
H -0.988 -3.847 0.236
C 4.654 2.392 -4.896
C 3.647 2.174 -3.700
C 3.327 3.467 -2.844
O 4.560 4.164 -2.443
C 4.232 5.142 -1.448
N 2.474 1.517 -4.206
H 5.201 1.492 -5.176
H 5.442 3.088 -4.608
H 4.095 2.887 -5.690
H 4.089 1.511 -2.957
H 2.741 3.185 -1.968
H 2.864 4.131 -3.573
H 5.118 5.620 -1.031
H 3.907 4.604 -0.557
H 3.533 5.939 -1.702
H 1.773 1.328 -3.503
H 2.753 0.600 -4.526
C 5.203 -1.826 -3.618
C 4.113 -2.666 -2.934
C 3.384 -2.012 -1.776
O 4.418 -1.463 -0.927
C 4.089 -0.216 -0.272
N 3.155 -3.119 -3.984
H 4.795 -0.899 -4.019
H 5.718 -2.281 -4.464
H 5.905 -1.600 -2.816
H 4.630 -3.501 -2.462
H 2.700 -2.753 -1.363
H 2.894 -1.166 -2.260
H 3.161 -0.229 0.299
H 3.963 0.663 -0.904
H 4.865 0.052 0.446
H 3.738 -3.569 -4.675
H 2.725 -2.400 -4.548
C 0.226 -4.774 -5.174
C -0.139 -4.645 -3.721
C 0.474 -5.690 -2.823
O -0.061 -7.021 -2.995
C -1.306 -7.280 -2.359
N 0.244 -3.287 -3.358
H -0.344 -4.053 -5.760
H -0.017 -5.722 -5.654
H 1.271 -4.601 -5.431
H -1.219 -4.710 -3.588
H 0.280 -5.515 -1.764
H 1.551 -5.797 -2.955
H -1.764 -8.244 -2.577
H -2.054 -6.496 -2.476
H -1.139 -7.307 -1.282
H -0.040 -3.214 -2.391
H 1.254 -3.291 -3.359
C 0.387 5.799 -1.157
C 0.356 6.508 0.258
C 0.005 7.970 0.120
O 1.068 8.626 -0.626
C 0.701 9.941 -1.044
N -0.593 5.760 0.998
H 0.992 6.317 -1.901
H -0.511 5.823 -1.774
H 0.673 4.748 -1.146
H 1.339 6.330 0.694
H -0.063 8.538 1.048
H -0.992 8.068 -0.310
H -0.181 9.878 -1.681
H 1.602 10.414 -1.436
H 0.467 10.565 -0.182
H -0.373 5.885 1.976
H -0.260 4.822 0.827
C -0.719 3.044 -4.299
C -1.714 1.962 -4.646
C -2.899 2.480 -5.565
O -3.757 1.499 -6.017
C -4.526 1.896 -7.121
N -1.042 0.894 -5.363
H 0.097 2.710 -3.659
H -1.139 3.974 -3.915
H -0.247 3.477 -5.181
H -2.148 1.508 -3.755
H -2.426 2.958 -6.422
H -3.458 3.214 -4.983
H -4.941 2.864 -6.839
H -5.378 1.342 -7.512
H -3.904 1.979 -8.013
H -1.579 0.792 -6.212
H -0.167 1.295 -5.669
C -4.100 -0.415 0.379
C -3.635 0.895 -0.220
C -4.643 1.474 -1.265
O -4.631 0.630 -2.452
C -5.702 1.028 -3.366
N -3.272 1.757 0.832
H -3.526 -0.764 1.237
H -4.022 -1.200 -0.373
H -5.145 -0.454 0.689
H -2.667 0.714 -0.686
H -4.310 2.483 -1.511
H -5.630 1.587 -0.818
H -6.659 0.589 -3.081
H -5.403 0.607 -4.326
H -5.722 2.105 -3.527
H -4.115 2.265 1.057
H -2.662 2.468 0.455
C -2.653 0.882 4.284
C -2.557 2.425 4.285
C -2.015 2.917 5.686
O -0.607 2.875 5.741
C -0.158 3.258 6.953
N -1.765 2.820 3.196
H -3.229 0.405 5.077
H -1.678 0.402 4.362
H -3.024 0.487 3.338
H -3.583 2.793 4.271
H -2.486 2.294 6.446
H -2.398 3.917 5.889
H 0.915 3.065 6.947
H -0.537 2.692 7.804
H -0.298 4.312 7.195
H -2.233 2.486 2.365
H -1.910 3.819 3.202
C 4.075 1.277 6.165
C 3.185 2.143 5.357
C 3.730 2.476 3.951
O 2.765 3.252 3.286
C 3.281 3.867 2.142
N 1.877 1.557 5.257
H 4.372 0.426 5.553
H 3.536 0.937 7.050
H 4.937 1.815 6.559
H 2.938 3.050 5.909
H 3.783 1.561 3.360
H 4.711 2.948 4.007
H 4.177 4.462 2.315
H 2.494 4.534 1.792
H 3.432 3.142 1.342
H 2.068 0.736 4.700
H 1.577 1.167 6.139
```

Its total charge is +2. The gap between HOMO and LUMO comes out at 7.0 eV. The maximum force is 0.0873 hartree/bohr.